Model a:
Formula: C10H40ClN20O14
Source: OMol25
Level of theory: the ωB97M-V functional and the def2-TZVPD basis

Last column: Löwdin charge in e.
Element x y z (Å)
1 Cl -0.0804 0.4455 -0.3697  0.616
2 O -1.3197 1.0646 -0.5120  -0.311
3 O 0.9572 1.4213 -0.4548  -0.340
4 O 0.1625 -0.3230 0.7756  -0.332
5 O 0.0465 -0.5008 -1.4681  -0.389
6 C -3.4956 -1.2136 2.2126  -0.806
7 O -4.1677 -0.8757 1.3094  0.069
8 N -3.6496 -2.1161 3.1197  0.152
9 N -2.2254 -0.7733 2.4585  0.160
10 H -2.9330 -2.3153 3.8031  0.077
11 H -4.5524 -2.5690 3.1166  0.122
12 H -1.7253 -1.3668 3.1049  0.031
13 H -1.7649 -0.0522 1.9218  0.075
14 C 3.2147 -3.7976 -1.2059  -0.805
15 O 4.1388 -3.9249 -0.3779  -0.012
16 N 2.5136 -2.6939 -1.1999  0.171
17 N 2.8817 -4.4508 -2.1891  0.178
18 H 2.6790 -1.8874 -0.6148  0.079
19 H 1.7630 -2.6674 -1.8751  0.087
20 H 1.9983 -4.1895 -2.6030  0.125
21 H 3.5505 -5.1011 -2.5763  0.135
22 C 0.4747 1.3182 -4.7140  -0.702
23 O 0.3250 2.0169 -5.7354  -0.005
24 N 1.3086 1.5656 -3.7179  0.168
25 N -0.3259 0.2602 -4.4327  0.143
26 H 1.7986 2.4434 -3.6204  0.117
27 H 1.1860 0.9885 -2.8982  0.052
28 H -0.8787 0.0477 -5.2509  0.107
29 H 0.0758 -0.4204 -3.8038  0.073
30 C 3.2484 1.1955 3.3534  -0.802
31 O 2.5039 1.1938 4.3206  0.011
32 N 2.8552 1.1167 2.1056  0.190
33 N 4.5344 1.2439 3.4594  0.154
34 H 1.8985 1.0377 1.7917  0.083
35 H 3.5513 0.7455 1.4749  0.058
36 H 4.7007 1.6054 4.3877  0.114
37 H 5.0986 1.5311 2.6725  0.112
38 C -1.2215 5.4604 -1.8288  -0.900
39 O -0.9938 6.0731 -2.8073  0.073
40 N -1.1341 4.2121 -1.7362  0.196
41 N -1.9007 5.8755 -0.8469  0.169
42 H -1.5343 3.7449 -0.9352  0.095
43 H -0.7111 3.7242 -2.5128  0.127
44 H -2.1974 5.2890 -0.0801  0.095
45 H -2.0005 6.8769 -0.7615  0.122
46 C -3.5241 -0.5046 -3.9190  -0.776
47 O -4.4249 -0.3898 -4.7453  0.003
48 N -3.3712 0.2199 -2.8804  0.193
49 N -2.5766 -1.4484 -3.9873  0.143
50 H -2.5139 0.2192 -2.3463  0.077
51 H -4.1549 0.8208 -2.6687  0.131
52 H -2.3707 -2.0960 -4.7345  0.113
53 H -1.8620 -1.4004 -3.2752  0.063
54 C -2.4549 3.6924 2.2584  -0.879
55 O -1.2612 3.5491 2.2533  0.073
56 N -3.2664 3.1432 1.4504  0.176
57 N -3.1668 4.3360 3.0758  0.166
58 H -4.1844 3.5355 1.2973  0.122
59 H -2.8673 2.3924 0.9053  0.102
60 H -2.6279 4.9869 3.6291  0.126
61 H -4.1432 4.5477 2.9281  0.117
62 C 0.0875 -2.4068 4.2553  -0.792
63 O -1.0902 -2.4385 4.4023  0.034
64 N 0.8478 -2.7553 5.2100  0.179
65 N 0.7661 -1.9891 3.2080  0.224
66 H 1.8364 -2.6627 5.0252  0.117
67 H 0.4778 -2.5995 6.1368  0.131
68 H 1.7738 -2.0340 3.2598  0.123
69 H 0.2456 -1.8017 2.3630  0.079
70 C -1.2407 -3.9353 0.2141  -0.845
71 O -0.4229 -4.5515 -0.4026  0.031
72 N -1.7081 -2.9000 -0.3783  0.194
73 N -1.8395 -4.2495 1.3095  0.197
74 H -2.1812 -2.3787 0.3460  0.078
75 H -1.2045 -2.4285 -1.1159  0.088
76 H -1.4508 -4.9908 1.8748  0.129
77 H -2.6854 -3.7233 1.4760  0.096
78 C 4.5321 -0.1496 -0.8490  -0.760
79 O 4.1167 -0.6656 0.1754  0.025
80 N 4.0073 0.8578 -1.4094  0.185
81 N 5.6113 -0.4529 -1.5548  0.164
82 H 3.1689 1.2699 -1.0256  0.095
83 H 4.5519 1.4403 -2.0292  0.124
84 H 6.3483 -1.1375 -1.4650  0.118
85 H 5.5691 -0.1802 -2.5264  0.102

## Properties
HOMO, Ha: -0.2570
Charge: -1
LUMO level, eV: 2.21
Orbital gap, eV: 9.200



Model b:
Formula: C10H40ClN20O14
Source: OMol25
Level of theory: the ωB97M-V functional and the def2-TZVPD basis

Last column: Löwdin charge in e.
Element x y z (Å)
1 Cl -0.1303 -0.1062 0.3581  0.602
2 O 1.0640 0.5111 0.9116  -0.357
3 O 0.2069 -1.4799 0.2589  -0.370
4 O -1.2436 -0.0573 1.2183  -0.326
5 O -0.5057 0.4420 -0.9154  -0.374
6 C 1.1717 0.2862 5.0166  -0.825
7 O 1.2023 -0.2416 6.0909  0.030
8 N 1.7590 1.3425 4.6362  0.199
9 N 0.3706 -0.2467 4.1138  0.171
10 H 2.5135 1.6933 5.2087  0.131
11 H 1.8042 1.4923 3.6384  0.079
12 H 0.3478 0.2641 3.2428  0.061
13 H 0.0827 -1.2132 4.1701  0.121
14 C -1.4968 -3.1657 -3.3778  -0.806
15 O -2.6490 -2.8418 -3.6141  0.036
16 N -0.5780 -2.4550 -2.7891  0.171
17 N -1.0156 -4.3351 -3.5026  0.159
18 H -0.8260 -1.4870 -2.6426  0.093
19 H 0.2643 -2.7813 -2.3374  0.087
20 H -1.7258 -4.9851 -3.8081  0.129
21 H -0.1225 -4.5638 -3.0901  0.114
22 C 1.7310 4.0119 2.8807  -0.764
23 O 1.6538 4.6492 3.9808  -0.035
24 N 2.6928 3.1896 2.6707  0.141
25 N 0.8531 3.9674 1.9553  0.197
26 H 3.3917 3.1538 3.3990  0.129
27 H 2.6105 2.4415 1.9972  0.082
28 H 0.8321 3.5348 1.0429  0.095
29 H 0.0165 4.5211 2.0722  0.084
30 C 5.1899 2.1167 0.6035  -0.868
31 O 6.1733 1.6085 0.9476  0.100
32 N 4.8427 3.3810 0.5618  0.159
33 N 4.2063 1.4899 0.1173  0.180
34 H 3.9259 3.7675 0.3880  0.080
35 H 5.5962 4.0085 0.8037  0.117
36 H 4.2816 0.5530 -0.2523  0.086
37 H 3.3926 2.0592 -0.0670  0.073
38 C 0.4939 -5.4334 -0.4272  -0.825
39 O 1.5272 -4.8792 -0.1323  0.038
40 N 0.4224 -6.7194 -0.5964  0.172
41 N -0.6023 -4.8054 -0.6444  0.172
42 H -0.5025 -6.9811 -0.9062  0.105
43 H 1.1781 -7.3286 -0.3172  0.127
44 H -1.3927 -5.3312 -0.9890  0.120
45 H -0.6071 -3.7997 -0.5508  0.086
46 C -2.9524 4.1120 1.3777  -0.744
47 O -1.8223 4.3610 1.1795  0.069
48 N -3.5272 2.9017 1.6046  0.170
49 N -3.8159 5.0527 1.7038  0.146
50 H -2.9977 2.0669 1.3975  0.097
51 H -4.5223 2.8364 1.7646  0.099
52 H -4.7315 4.6958 1.9371  0.096
53 H -3.5516 5.9977 1.9434  0.119
54 C -3.8315 -3.5561 1.4385  -0.859
55 O -4.0198 -4.5292 2.0522  0.075
56 N -2.6703 -3.0539 1.0740  0.165
57 N -4.7340 -2.7342 1.0430  0.171
58 H -2.4711 -2.3329 0.3953  0.089
59 H -1.9219 -3.6744 1.3478  0.100
60 H -5.6797 -3.0668 1.1662  0.123
61 H -4.3538 -1.9032 0.6130  0.078
62 C -4.4047 -0.3648 -2.4233  -0.824
63 O -4.6688 -0.7772 -1.3030  0.026
64 N -5.1267 -0.6295 -3.4163  0.172
65 N -3.5403 0.5437 -2.7378  0.180
66 H -5.9468 -1.2190 -3.4245  0.131
67 H -4.9741 -0.2353 -4.3335  0.117
68 H -2.8252 0.6507 -2.0327  0.095
69 H -3.2256 0.5520 -3.6975  0.113
70 C 2.1485 3.6471 -1.8200  -0.868
71 O 2.7665 4.6615 -1.6091  0.045
72 N 0.9207 3.5054 -1.7244  0.194
73 N 2.6718 2.5639 -2.3262  0.174
74 H 0.4513 2.6906 -2.0930  0.113
75 H 0.4377 4.3683 -1.5189  0.140
76 H 2.0800 1.7586 -2.4718  0.102
77 H 3.6568 2.5844 -2.5488  0.131
78 C 3.5027 -1.3456 -1.8710  -0.818
79 O 4.6840 -1.0999 -2.1453  -0.006
80 N 3.2475 -1.4732 -0.6598  0.201
81 N 2.5260 -1.4020 -2.7437  0.183
82 H 4.0300 -1.4927 -0.0215  0.146
83 H 2.3262 -1.7902 -0.3936  0.090
84 H 1.6659 -1.0178 -2.3792  0.076
85 H 2.7986 -1.0999 -3.6681  0.117

## Properties
HOMO, Ha: -0.2493
Charge: -1
LUMO level, eV: 1.85
Orbital gap, eV: 8.632



It turns out model b is the most stable, with the second structure 32.3 kJ/mol higher.



Model a:
Formula: C2H11N2O
Source: OMol25
Level of theory: the ωB97M-V functional and the def2-TZVPD basis

Last column: Löwdin charge in e.
Element x y z (Å)
1 C -1.1758 -0.7598 1.3975  -0.034
2 N -1.1417 -1.3490 0.0019  0.075
3 H -2.0256 -1.1571 1.9205  0.090
4 H -0.1300 -0.9218 1.6959  0.107
5 H -1.4617 0.3058 1.4541  0.097
6 H -1.9920 -1.2964 -0.5671  0.160
7 H -0.9599 -2.3488 0.1330  0.152
8 H -0.2225 -0.9339 -0.5157  0.098
9 N 1.0325 -0.0264 -0.9220  0.007
10 C 0.7816 1.3014 -0.3551  -0.333
11 O 1.2256 2.3603 -1.1585  -0.017
12 H 1.2777 -0.0716 -1.9145  0.122
13 H 1.9070 -0.4456 -0.5818  0.115
14 H -0.3311 1.4596 -0.3415  0.122
15 H 1.0571 1.3667 0.7221  0.138
16 H 2.1587 2.5166 -0.9688  0.103

## Properties
HOMO, Ha: -0.5412
Charge: +1
LUMO level, eV: -3.28
Orbital gap, eV: 11.450



Model b:
Formula: C2H11N2O
Source: OMol25
Level of theory: the ωB97M-V functional and the def2-TZVPD basis

Last column: Löwdin charge in e.
Element x y z (Å)
1 N -1.2437 0.4156 -1.4409  0.225
2 C -1.2222 -1.0171 -1.4112  -0.258
3 C 0.2041 -1.5084 -1.1387  -0.065
4 N 2.2958 1.5724 2.4813  0.192
5 H 1.5980 1.8701 1.8119  0.016
6 H -2.1370 0.6713 -1.8718  0.139
7 H -1.0957 0.8431 -0.4855  0.054
8 H -1.9336 -1.5702 -0.7623  0.171
9 H -1.4506 -1.3815 -2.4325  0.152
10 H 0.9327 -1.2681 -1.9077  0.090
11 H 0.5508 -1.0351 -0.2120  0.064
12 H 2.6018 2.2779 3.1268  0.061
13 H 0.1172 -2.5916 -1.0030  0.093
14 H -1.0920 1.2999 1.6251  0.052
15 H 2.3639 0.5803 2.6183  0.054
16 O -0.4896 0.8414 1.0022  -0.040

## Properties
HOMO, Ha: -0.5062
Charge: +1
LUMO level, eV: -10.06
Orbital gap, eV: 3.716



Model c:
Formula: C2H11N2O
Source: OMol25
Level of theory: the ωB97M-V functional and the def2-TZVPD basis

Last column: Löwdin charge in e.
Element x y z (Å)
1 C 1.0825 -1.4275 -1.9391  -0.092
2 N 0.7938 -0.0890 -1.3906  -0.098
3 C -0.1836 -0.1232 -0.3699  -0.297
4 O -0.1440 1.1479 0.3503  -0.093
5 H 1.4157 -2.0547 -1.1159  0.083
6 H 1.8639 -1.3473 -2.6913  0.088
7 H 0.2374 -1.8855 -2.4635  0.087
8 H 0.4900 0.4910 -2.1613  0.124
9 H -1.2220 -0.2244 -0.7081  0.137
10 H 0.0584 -0.9288 0.3288  0.117
11 H 0.7843 1.4254 0.2340  0.123
12 N -1.2373 0.3909 2.6588  0.293
13 H -0.8461 -0.5149 2.9040  0.146
14 H -0.7568 0.7579 1.7576  0.084
15 H -2.2109 0.2237 2.4368  0.147
16 H -1.0842 1.0837 3.3873  0.152

## Properties
HOMO, Ha: -0.4850
Charge: +1
LUMO level, eV: -3.74
Orbital gap, eV: 9.455



It turns out model c is the most stable, with the second structure 23.2 kJ/mol higher.